{
  "formula": "CBrI3S",
  "method": "the ωB97M-V functional and the def2-TZVPD basis",
  "species": ["C", "S", "Br", "I", "I", "I"],
  "positions_angstrom": [[0.6595, 0.0393, 0.2362], [-1.0203, -0.0430, -1.5230], [-2.7486, -0.0760, -0.3963], [2.2302, -1.3004, -0.5649], [-0.3047, -0.6913, 1.9233], [1.1838, 2.0715, 0.3246]],
  "forces_ev_per_a": [[-0.94, -0.72, -2.05], [3.12, 0.03, 0.70], [-1.56, 0.04, 0.79], [-0.98, 0.90, 0.48], [0.30, -0.04, 0.10], [0.06, -0.22, -0.01]],
  "lowdin_charge": [-2.05, -0.06, 0.11, 0.60, 0.71, 0.69],
  "gap_ev": 7.0992,
  "homo_energy_ev": -8.80,
  "e_tot_ev": -106214.34287,
  "lumo_ha": -0.063
}